[1]
Below is a 2-piece molecular cluster, C5H9N3O overall at a distorted geometry, with properties calculated with ωB97M-V/def2-TZVPD.

Positions of all 18 atoms, in Å:
1 H 0.0517 0.1930 1.6287
2 N 1.0642 0.4113 1.3231
3 C 1.2230 0.4780 0.0806
4 C 2.5741 0.4419 -0.5498
5 C 0.0672 0.5188 -0.9300
6 N -0.9113 1.3911 -0.6028
7 O 0.0131 -0.2043 -1.9073
8 H 3.3408 0.4081 0.2183
9 H 2.7160 1.3171 -1.1839
10 H 2.6398 -0.4380 -1.1909
11 H -0.8265 1.9866 0.2036
12 H -1.7019 1.5002 -1.2143
13 C -1.7677 -0.9221 1.5750
14 C -1.7329 -1.4830 0.3922
15 N -1.7526 -2.1099 -0.6353
16 H -1.2639 -1.3890 2.4038
17 H -2.5597 -0.2336 1.8185
18 H -1.1734 -1.8662 -1.4297

Calculated values
HOMO, eV: -8.83



[2]
Below is C17H29AlBrCsF4N4O5 as an isolated structure at a distorted geometry, with properties calculated with ωB97M-V/def2-TZVPD.

Positions of all 62 atoms, in Å:
1 N -1.3129 3.6072 -2.0565
2 C -1.3894 2.1982 -1.6398
3 O -0.7252 1.8419 -0.7129
4 C -2.3121 1.2872 -2.4524
5 C -3.1150 0.2685 -1.6020
6 C -2.4953 -1.1218 -1.4619
7 N -2.3504 -1.8705 -2.7390
8 C -0.9840 -1.6626 -3.0602
9 N -0.5427 -2.0801 -4.2176
10 N -0.2710 -1.0135 -2.0673
11 C -1.1175 -1.3220 -0.8487
12 C -0.8904 -2.6266 -0.0250
13 C -0.0694 -3.7338 -0.7624
14 C -1.0023 -4.9790 -0.9379
15 O -0.3818 -5.8174 -1.8860
16 H -0.3057 3.7811 -2.0918
17 H -1.6030 4.1140 -1.2164
18 H -3.0574 1.9576 -2.9189
19 H -1.7366 0.8482 -3.2830
20 H -4.0786 0.1168 -2.1242
21 H -3.3913 0.6632 -0.6126
22 H -3.1807 -1.6713 -0.7261
23 H -2.5484 -2.8576 -2.5357
24 H -1.0981 -2.7107 -4.7803
25 H 0.3722 -1.8492 -4.5840
26 H 0.8053 -1.2853 -2.0176
27 H -1.1086 -0.5399 -0.0701
28 H -0.3488 -2.3806 0.9012
29 H -1.8833 -3.0009 0.2827
30 H 0.3386 -3.4414 -1.7453
31 H 0.7967 -4.0294 -0.1508
32 H -2.0480 -4.6954 -1.1874
33 H -1.0175 -5.4977 0.0511
34 H -1.0827 -6.4188 -2.1829
35 C 1.9651 0.7112 2.2836
36 C 1.9695 -0.8046 2.4830
37 O 2.9955 -1.4155 2.0452
38 O 0.9724 -1.2695 3.0478
39 H 2.8708 1.0454 1.7825
40 H 1.1056 1.0032 1.6770
41 H 1.8980 1.2102 3.2534
42 Al -4.4345 -3.5477 -2.6012
43 F 4.4129 2.6641 2.5842
44 C 4.3491 3.4270 3.6646
45 C 5.2648 3.2362 4.6807
46 C 5.1971 4.0375 5.8102
47 C 4.2071 5.0145 5.9155
48 C 3.2910 5.1893 4.8856
49 C 3.3631 4.3974 3.7528
50 H 6.0201 2.4674 4.5846
51 H 5.9084 3.9073 6.6107
52 H 4.1486 5.6402 6.8000
53 H 2.5203 5.9436 4.9684
54 H 2.6629 4.5240 2.9378
55 F -4.1344 -1.8085 0.5600
56 F -1.9613 -7.2138 -0.2471
57 Br 1.6940 -1.2329 -0.6936
58 O -3.9041 0.5708 -5.7730
59 H -3.2802 0.0125 -5.2944
60 H -4.0096 1.3614 -5.2179
61 F -5.8477 2.0100 -5.1481
62 Cs 5.8912 4.8410 8.1096

Calculated values
HOMO, eV: -6.58



[3]
Below is C31H47InNO4P2 as an isolated structure at a distorted geometry, with properties calculated with ωB97M-V/def2-TZVPD.

Positions of all 86 atoms, in Å:
1 In 0.3960 0.8192 -0.0994
2 C 0.1462 -1.0768 2.2841
3 C 0.3137 -2.0933 1.3060
4 C 2.0571 -0.5914 1.0358
5 C 1.2230 -0.1141 2.1196
6 C 1.5054 -1.8396 0.5744
7 C -0.9701 -1.0224 3.2514
8 H -1.9098 -1.4317 2.8447
9 H -1.1678 0.0069 3.5781
10 H -0.7089 -1.5966 4.1554
11 C 1.5755 1.0746 2.8892
12 H 0.6326 1.4232 3.5869
13 H 1.7606 1.9366 2.2344
14 H 2.4465 0.9422 3.5470
15 C 3.3576 0.0244 0.6288
16 H 4.1804 -0.2480 1.3055
17 H 3.3063 1.1199 0.6299
18 H 3.6402 -0.2895 -0.3808
19 C 2.0716 -2.6560 -0.5228
20 H 2.7375 -3.4281 -0.0990
21 H 2.6644 -2.0428 -1.2204
22 H 1.2991 -3.1707 -1.1150
23 C -0.6141 -3.2262 1.0805
24 H -0.2672 -4.1303 1.6037
25 H -0.7102 -3.4795 0.0174
26 H -1.6274 -3.0094 1.4356
27 C -1.8978 1.4750 -0.3720
28 C -2.4513 0.4088 0.3079
29 C -3.0192 -0.7713 -0.3595
30 C -2.4080 -1.2448 -1.7293
31 C -0.9401 -1.2430 -1.9480
32 C -0.2164 -0.1415 -2.3506
33 C -0.9015 1.1600 -2.7935
34 C -2.0193 1.7261 -1.8605
35 H -4.0927 -0.5707 -0.5419
36 H -2.9286 -0.6691 -2.5048
37 H -3.0253 -1.6093 0.3532
38 H -3.0023 1.3970 -2.2221
39 H -1.6903 2.4049 0.1792
40 H -2.5719 0.4290 1.3939
41 H -1.9804 2.8247 -1.9611
42 H -0.1219 1.9319 -2.8974
43 H 0.8345 -0.2579 -2.6828
44 H -1.3457 1.0653 -3.8011
45 H -2.7309 -2.2942 -1.8274
46 H -0.4367 -2.1978 -1.7851
47 P -1.6691 2.3294 -6.8440
48 P 0.5895 1.6130 -8.9175
49 C -2.0483 2.6131 -8.6542
50 C -0.7860 2.7246 -9.5141
51 H -2.6403 3.5360 -8.7193
52 H -2.6763 1.7711 -8.9770
53 H -0.9903 2.4811 -10.5663
54 H -0.3679 3.7391 -9.4637
55 C 1.9379 2.2165 -10.0149
56 H 2.7832 1.5220 -9.9302
57 H 2.2572 3.2010 -9.6523
58 H 1.6184 2.2891 -11.0631
59 C 0.1227 0.1153 -9.8844
60 H -0.0316 0.3621 -10.9435
61 H -0.7894 -0.3171 -9.4569
62 H 0.9406 -0.6087 -9.7821
63 C -2.3209 3.9136 -6.1687
64 H -2.3177 3.8609 -5.0718
65 H -3.3378 4.1054 -6.5378
66 H -1.6495 4.7215 -6.4857
67 C -3.0867 1.2384 -6.4024
68 H -2.9134 0.2538 -6.8550
69 H -4.0360 1.6539 -6.7676
70 H -3.1250 1.1198 -5.3103
71 O -0.4078 1.9448 4.0621
72 C -1.2140 2.4817 3.2085
73 O -1.1134 2.4727 1.9439
74 C -2.3896 3.1645 3.8071
75 C -3.6062 2.4744 4.0936
76 C -4.0290 2.6060 5.4231
77 C -3.3578 3.6101 6.1871
78 C -2.4544 4.5809 5.6727
79 C -2.0994 4.4262 4.3492
80 N -3.3208 3.4213 7.5953
81 O -3.9487 2.4373 8.0604
82 O -2.5571 4.1608 8.2664
83 H -4.1499 1.8094 3.3950
84 H -4.6892 1.8835 5.9578
85 H -1.9912 5.3170 6.3479
86 H -1.4791 5.1454 3.8117

Calculated values
Charge: +1
HOMO (alpha / beta), eV: -9.56 / -9.56



[4]
Below is C25H38BrCoN4SSi as an isolated structure, with properties calculated with ωB97M-V/def2-TZVPD.

Positions of all 71 atoms, in Å:
1 Co 0.3944 -0.9488 -1.1126
2 N 0.2474 -5.1222 -2.0907
3 C 0.4867 -3.8623 -1.8060
4 S -0.2150 -3.0906 -0.4672
5 N 1.4235 -3.2885 -2.6631
6 N 1.5414 -2.0023 -2.4866
7 C 2.5721 -1.3639 -3.0519
8 C 3.5031 -1.9679 -3.9707
9 C 3.0422 -2.7946 -5.0122
10 C 3.9401 -3.3459 -5.9010
11 C 5.3046 -3.1237 -5.7396
12 C 5.7759 -2.3296 -4.6984
13 C 4.8847 -1.7354 -3.8300
14 C 2.6907 0.0318 -2.5932
15 C 3.5042 0.9584 -3.2205
16 C 3.5761 2.2523 -2.7108
17 C 2.8219 2.5818 -1.6060
18 C 1.9858 1.6144 -1.0575
19 N 1.9170 0.3765 -1.5320
20 H -0.3890 -5.6684 -1.5291
21 H 0.7221 -5.5639 -2.8662
22 H 1.9819 -2.9534 -5.1455
23 H 3.5835 -3.9503 -6.7235
24 H 6.0063 -3.5727 -6.4299
25 H 6.8385 -2.1791 -4.5683
26 H 5.2523 -1.1400 -3.0045
27 H 4.0568 0.6829 -4.1061
28 H 4.2106 2.9882 -3.1862
29 H 2.8492 3.5735 -1.1774
30 H 1.3440 1.8384 -0.2162
31 C -3.8543 -1.2080 1.4245
32 C -3.7402 0.1954 2.0441
33 C -4.0721 0.0969 3.5488
34 C -4.8132 1.0605 1.3648
35 Si -2.0059 0.9626 1.8912
36 Br -1.5229 0.4992 -0.4582
37 C -0.5942 0.0506 2.8000
38 C -0.8475 -1.4589 2.9060
39 C 0.7798 0.2184 2.1347
40 C -0.5092 0.6164 4.2338
41 C -1.9037 2.8651 1.8903
42 C -0.4595 3.3816 1.8187
43 C -2.6512 3.5125 0.7113
44 C -2.5299 3.3659 3.2091
45 H -4.8673 -1.5756 1.6079
46 H -3.1675 -1.9323 1.8540
47 H -3.7096 -1.1881 0.3438
48 H -5.0984 -0.2646 3.6520
49 H -4.0161 1.0585 4.0600
50 H -3.4284 -0.6086 4.0748
51 H -5.7747 0.5503 1.4631
52 H -4.6231 1.1922 0.2977
53 H -4.9230 2.0400 1.8265
54 H -0.9800 -1.9236 1.9277
55 H -1.7183 -1.6953 3.5140
56 H 0.0173 -1.9287 3.3836
57 H 0.8226 -0.3028 1.1676
58 H 1.5383 -0.2468 2.7700
59 H 1.0693 1.2557 1.9813
60 H -1.4582 0.5401 4.7666
61 H -0.1906 1.6575 4.2570
62 H 0.2269 0.0372 4.7977
63 H 0.0322 3.0683 0.8942
64 H 0.1511 3.0779 2.6673
65 H -0.4842 4.4743 1.8132
66 H -2.1804 3.2772 -0.2440
67 H -2.6116 4.5978 0.8360
68 H -3.6986 3.2325 0.6512
69 H -2.0558 2.9384 4.0939
70 H -3.5992 3.1656 3.2634
71 H -2.4018 4.4500 3.2631

Calculated values
2S+1: 5
Charge: +2
HOMO (alpha / beta), eV: -14.60 / -14.60



no.,calculated total energy (Ha)
1,-435.382272
2,-4495.757749
3,-2437.399162
4,-5838.451247